The molecule C2H8N4S, computed with ωB97M-V/def2-TZVPD.

For the largest force on an atom, the calculation gives 1.2 eV/Å. The calculation puts the molar mass at 120.2 g/mol. The HOMO energy is -9.1 eV. The value obtained for the energy above the lowest of the compared OMol25 structures with the same formula, charge and spin is 2.8 kcal/mol. The frontier orbital gap is 10.0 eV.

Cartesian coordinates (Å):
C 0.28 -2.61 1.37
C -0.10 -0.05 -0.21
H 1.24 -2.13 1.11
H 0.05 -2.35 2.40
H 0.44 -3.67 1.34
H -0.78 -2.69 -0.41
H -1.56 -0.49 1.15
H 1.07 -1.37 -0.87
H -1.42 1.47 -0.17
H 0.70 2.17 -1.87
N -0.83 -2.26 0.49
N -1.06 -0.88 0.35
N 0.94 -0.37 -0.89
N -0.45 1.28 -0.02
S 0.57 2.54 -0.57

A 2-piece molecular cluster, C2H8N5 overall, computed with ωB97M-V/def2-TZVPD.

The charge is +1. For the largest force on an atom, the calculation gives 4.6 eV/Å. The calculation puts the molar mass at 102.1 g/mol. The HOMO energy (spin up / spin down) is -12.7 / -12.7 eV. The value obtained for the energy above the lowest of the compared OMol25 structures with the same formula, charge and spin is 135.5 kcal/mol. The frontier orbital gap (spin up / spin down) is 5.4 / 5.4 eV.

Cartesian coordinates (Å):
C 0.81 -1.92 0.01
C -0.13 -1.98 -1.20
N 0.37 -0.65 0.62
N 0.60 0.14 -1.49
N 0.09 -0.90 -2.03
N -1.13 3.32 1.76
N 0.38 0.28 -0.17
H 0.58 -2.59 0.82
H 1.75 -1.90 -0.46
H 0.20 -2.91 -1.66
H -1.18 -1.86 -0.78
H -1.87 3.80 2.22
H 0.92 1.01 -1.87
H -1.11 2.37 2.13
H -0.29 3.78 2.09

A 2-piece molecular cluster, C2H8N5 overall, computed with ωB97M-V/def2-TZVPD.

The charge is +1. For the largest force on an atom, the calculation gives 4.5 eV/Å. The calculation puts the molar mass at 102.1 g/mol. The HOMO energy is -14.1 eV. The value obtained for the energy above the lowest of the compared OMol25 structures with the same formula, charge and spin is 99.8 kcal/mol. The frontier orbital gap is 9.0 eV.

Cartesian coordinates (Å):
C 0.67 0.93 -0.13
C 0.79 -2.71 0.42
N 1.01 0.74 -1.52
N 1.29 -0.05 -2.26
N 0.73 -0.34 0.44
N 0.93 -1.41 -0.12
N -1.83 2.26 0.27
H 1.56 1.40 0.31
H -0.22 1.51 0.10
H -0.07 -3.27 -0.13
H 1.50 -3.39 0.01
H 0.31 -2.72 1.46
H -2.05 2.47 1.25
H -2.46 1.50 0.06
H -2.15 3.09 -0.16

A 2-piece molecular cluster, C2H8N6 overall, computed with ωB97M-V/def2-TZVPD.

The charge is +2. For the largest force on an atom, the calculation gives 4.2 eV/Å. The calculation puts the molar mass at 116.1 g/mol. The HOMO energy is -17.5 eV. The value obtained for the energy above the lowest of the compared OMol25 structures with the same formula, charge and spin is 74.2 kcal/mol. The frontier orbital gap is 9.2 eV.

Cartesian coordinates (Å):
C -1.82 -0.27 -0.87
C 0.06 0.03 1.37
N -2.98 -0.06 -0.93
N 0.90 0.86 1.31
N -0.57 -0.33 -0.63
N -0.77 -0.59 2.08
N 1.91 1.38 0.70
N 0.38 -0.77 -1.67
H -3.95 0.10 -1.09
H -0.54 -0.70 3.05
H -1.66 -0.92 1.81
H 1.93 2.37 0.80
H 2.86 0.81 0.64
H 0.23 -0.07 -2.47
H 0.27 -1.70 -2.05
H 1.32 -0.56 -1.32

A 2-piece molecular cluster, C2H8NO overall, computed with ωB97M-V/def2-TZVPD.

The charge is -1. For the largest force on an atom, the calculation gives 2.6 eV/Å. The calculation puts the molar mass at 62.1 g/mol. The HOMO energy is -2.5 eV. The value obtained for the energy above the lowest of the compared OMol25 structures with the same formula, charge and spin is 39.7 kcal/mol. The frontier orbital gap is 6.7 eV.

Cartesian coordinates (Å):
O 1.03 1.46 -1.68
H 0.24 0.94 -1.76
C -0.07 -1.61 0.03
N -0.82 -0.27 0.17
C -0.32 0.40 1.46
H -0.36 -2.26 0.86
H 0.03 -2.12 -0.97
H 0.90 -1.27 0.25
H -0.41 0.42 -0.40
H 0.14 -0.37 2.18
H -1.05 1.07 1.96
H 0.47 1.10 1.20

A 2-piece molecular cluster, C2H8NO overall, computed with ωB97M-V/def2-TZVPD.

The charge is -1. For the largest force on an atom, the calculation gives 0.9 eV/Å. The calculation puts the molar mass at 62.1 g/mol. The HOMO energy is -2.7 eV. The value obtained for the energy above the lowest of the compared OMol25 structures with the same formula, charge and spin is 13.9 kcal/mol. The frontier orbital gap is 7.2 eV.

Cartesian coordinates (Å):
O -1.75 1.25 1.34
H -1.40 2.10 1.62
C 1.13 -0.13 0.57
N 0.13 0.34 -0.37
C -0.33 -0.71 -1.28
H 1.85 -0.76 0.04
H 0.77 -0.63 1.48
H 1.62 0.77 0.99
H -0.70 0.69 0.17
H 0.20 -0.61 -2.24
H -0.12 -1.71 -0.86
H -1.40 -0.59 -1.46

A 2-piece molecular cluster, C2H8NO overall, computed with ωB97M-V/def2-TZVPD.

The charge is +1. For the largest force on an atom, the calculation gives 1.4 eV/Å. The calculation puts the molar mass at 62.1 g/mol. The HOMO energy is -16.1 eV. The value obtained for the energy above the lowest of the compared OMol25 structures with the same formula, charge and spin is 28.5 kcal/mol. The frontier orbital gap is 10.7 eV.

Cartesian coordinates (Å):
O 0.85 2.46 -0.57
H -0.76 0.57 0.29
H 1.09 2.58 -1.48
H 0.85 3.34 -0.18
C -0.92 -1.51 0.94
C 0.63 -0.50 -0.58
N -0.31 -0.35 0.28
H -1.57 -2.01 0.21
H -1.54 -1.19 1.76
H -0.18 -2.23 1.28
H 1.19 0.35 -0.96
H 0.67 -1.51 -0.99

A 2-piece molecular cluster, C2H8NO overall, computed with ωB97M-V/def2-TZVPD.

The charge is +1. For the largest force on an atom, the calculation gives 4.6 eV/Å. The calculation puts the molar mass at 62.1 g/mol. The HOMO energy is -13.4 eV. The value obtained for the energy above the lowest of the compared OMol25 structures with the same formula, charge and spin is 51.1 kcal/mol. The frontier orbital gap is 8.4 eV.

Cartesian coordinates (Å):
N 1.25 -2.04 -0.96
H 1.51 -2.89 -1.53
H 1.30 -2.09 0.15
H 1.95 -1.24 -1.17
H 0.14 -1.78 -1.38
O 0.43 0.64 1.73
C 0.00 1.28 0.77
C -1.52 1.47 0.54
H 0.60 1.98 0.22
H -2.16 0.55 0.75
H -1.64 1.95 -0.37
H -1.85 2.17 1.25

A 2-piece molecular cluster, C2H8NO overall, computed with ωB97M-V/def2-TZVPD.

The charge is +1. For the largest force on an atom, the calculation gives 2.6 eV/Å. The calculation puts the molar mass at 62.1 g/mol. The HOMO energy is -15.7 eV. The value obtained for the energy above the lowest of the compared OMol25 structures with the same formula, charge and spin is 26.5 kcal/mol. The frontier orbital gap is 10.4 eV.

Cartesian coordinates (Å):
C 1.23 0.62 0.65
C 0.75 -1.53 -0.31
N 0.47 -0.27 -0.27
H 0.72 0.60 1.62
H 2.25 0.24 0.77
H 1.25 1.64 0.26
H 1.32 -1.78 0.58
H 0.27 -2.10 -1.11
H -0.10 0.14 -1.00
H -2.86 0.05 -0.42
H -2.98 1.54 -0.47
O -2.32 0.85 -0.32

A 2-piece molecular cluster, C2H8NO overall, computed with ωB97M-V/def2-TZVPD.

The charge is +1. For the largest force on an atom, the calculation gives 2.6 eV/Å. The calculation puts the molar mass at 62.1 g/mol. The HOMO energy is -12.6 eV. The value obtained for the energy above the lowest of the compared OMol25 structures with the same formula, charge and spin is 32.9 kcal/mol. The frontier orbital gap is 8.3 eV.

Cartesian coordinates (Å):
N 0.53 1.12 2.76
H 1.23 1.86 2.66
H 0.32 0.68 1.85
H 0.59 0.41 3.49
H -0.32 1.68 2.93
C -0.14 -1.00 -2.33
C -0.09 -0.08 -1.39
O -0.37 -0.37 -0.06
H 0.05 -0.87 -3.39
H -0.56 -2.00 -2.24
H 0.10 0.98 -1.45
H -0.88 -1.16 0.08

A 2-piece molecular cluster, C2H8NO overall, computed with ωB97M-V/def2-TZVPD.

The charge is +1. For the largest force on an atom, the calculation gives 1.0 eV/Å. The calculation puts the molar mass at 62.1 g/mol. The HOMO energy is -14.3 eV. The value obtained for the energy above the lowest of the compared OMol25 structures with the same formula, charge and spin is 8.5 kcal/mol. The frontier orbital gap is 10.4 eV.

Cartesian coordinates (Å):
N 2.36 0.92 -0.45
H 2.57 1.83 -0.03
H 2.94 0.71 -1.26
H 2.44 0.23 0.30
H 1.37 0.95 -0.74
O -0.05 0.29 0.51
C -1.21 -0.04 0.41
C -1.69 -1.29 -0.24
H -1.97 0.60 0.91
H -2.21 -1.06 -1.17
H -2.37 -1.80 0.45
H -0.82 -1.88 -0.57

A 2-piece molecular cluster, C2H8NO2 overall, computed with ωB97M-V/def2-TZVPD.

The charge is -1. For the largest force on an atom, the calculation gives 2.4 eV/Å. The calculation puts the molar mass at 78.1 g/mol. The HOMO energy is -3.2 eV. The value obtained for the energy above the lowest of the compared OMol25 structures with the same formula, charge and spin is 11.6 kcal/mol. The frontier orbital gap is 7.9 eV.

Cartesian coordinates (Å):
C -1.17 -0.62 0.44
O -1.30 0.53 -0.25
C 0.26 -0.80 0.96
N 1.27 -1.17 -0.03
H -1.97 -0.69 1.21
H -1.26 -1.46 -0.28
H 0.53 0.19 1.33
H 0.28 -1.64 1.63
H 0.89 -1.77 -0.69
H 1.60 -0.40 -0.66
H 0.36 2.34 -1.52
H -0.05 1.24 -0.47
O 0.82 1.83 -0.84

What is the formula in the first record? C2H8N4S